DFT (wB97M-V/def2-TZVPD) results for a 2-piece molecular cluster, C6H13FSi overall in a non-equilibrium geometry.

XYZ file:
```
21
Properties=species:S:1:pos:R:3
C 1.620 -1.695 1.118
C 0.859 -0.617 1.886
Si -0.432 0.532 1.510
F -0.727 1.310 2.941
C -1.590 1.316 0.216
C -2.895 0.597 0.095
H 2.568 -1.843 1.582
H 1.072 -2.601 1.223
H 1.853 -1.447 -0.003
H 1.294 -0.359 2.810
H -1.692 2.329 0.486
H -1.062 1.196 -0.717
H -3.819 1.200 0.289
H -3.211 0.307 -0.888
H -2.995 -0.317 0.764
C 1.135 -0.004 -1.718
C 1.942 0.097 -2.745
H 1.206 0.631 -0.836
H 0.501 -0.835 -1.521
H 2.654 0.845 -2.985
H 1.717 -0.641 -3.505
```

Output
Strongest force on any atom (eV/A): 3.5
LUMO (eV): 0.600
Gap between HOMO and LUMO (eV): 8.33